{
  "formula": "C59H55Cl2N5P3SiTi",
  "method": "ωB97M-V with the def2-TZVPD basis set",
  "s2": 0.755,
  "charge": 2,
  "orbital_gap_ev": [7.33, 6.15],
  "multiplicity": 2,
  "energy_ha": -5638.127687,
  "e_homo_ev": [-12.5, -12.8],
  "lumo_energy_ha": [-0.190, -0.246],
  "e_above_lowest_kj_mol": 162.4,
  "species": ["Ti", "C", "C", "C", "C", "C", "C", "P", "C", "C", "C", "C", "C", "C", "C", "C", "C", "C", "C", "C", "Si", "C", "C", "C", "C", "C", "C", "P", "C", "C", "C", "C", "C", "C", "C", "C", "C", "C", "C", "C", "C", "C", "C", "C", "C", "C", "P", "C", "C", "C", "C", "C", "C", "C", "C", "C", "C", "C", "C", "H", "H", "H", "H", "H", "H", "H", "H", "H", "H", "H", "H", "H", "H", "H", "H", "H", "H", "H", "H", "H", "H", "H", "H", "H", "H", "H", "H", "H", "H", "H", "H", "H", "H", "H", "H", "H", "H", "H", "H", "H", "H", "C", "N", "C", "C", "N", "N", "C", "N", "N", "H", "H", "H", "H", "H", "H", "H", "H", "H", "H", "H", "Cl", "C", "Cl", "H", "H"],
  "positions_angstrom": [[-0.3035, 0.5342, -0.1099], [4.3094, -2.3665, -2.1328], [4.4303, -1.2472, -1.3179], [3.5606, -1.0670, -0.2545], [2.5609, -2.0047, 0.0253], [2.4399, -3.1139, -0.8066], [3.3150, -3.2972, -1.8721], [1.4991, -1.6460, 1.4866], [2.6116, -2.1150, 2.8919], [3.9996, -2.2060, 2.8246], [4.7384, -2.5188, 3.9589], [4.1089, -2.7246, 5.1758], [2.7258, -2.6357, 5.2533], [1.9857, -2.3401, 4.1210], [0.3231, -3.0423, 1.5904], [0.7465, -4.3572, 1.7740], [-0.1798, -5.3842, 1.8699], [-1.5356, -5.1018, 1.7719], [-1.9622, -3.7904, 1.6110], [-1.0399, -2.7399, 1.5492], [-1.6191, -0.9196, 1.7196], [-0.8748, -0.4356, 3.3888], [-1.3229, -1.1054, 4.5288], [-0.8009, -0.8203, 5.7816], [0.1853, 0.1453, 5.9111], [0.6534, 0.8117, 4.7898], [0.1505, 0.5201, 3.5227], [0.7843, 1.5021, 2.0942], [2.6190, 1.4389, 2.1408], [3.2520, 2.1304, 1.0971], [4.6317, 2.1590, 0.9825], [5.4098, 1.4712, 1.9063], [4.7979, 0.7835, 2.9409], [3.4126, 0.7687, 3.0636], [0.4585, 3.2054, 2.7479], [1.3441, 4.2589, 2.5235], [1.0998, 5.5186, 3.0537], [-0.0336, 5.7495, 3.8133], [-0.9166, 4.7068, 4.0553], [-0.6735, 3.4482, 3.5326], [-3.4599, -0.9623, 1.3176], [-4.3318, -1.5692, 2.2258], [-5.6802, -1.7189, 1.9431], [-6.1761, -1.2741, 0.7290], [-5.3302, -0.6535, -0.1764], [-3.9776, -0.4737, 0.1061], [-2.9196, 0.4650, -1.0896], [-3.5029, -0.1499, -2.7296], [-4.6969, 0.2914, -3.3048], [-5.1188, -0.2046, -4.5285], [-4.3551, -1.1417, -5.2095], [-3.1600, -1.5752, -4.6596], [-2.7392, -1.0759, -3.4353], [-3.7281, 2.1168, -1.0863], [-4.5277, 2.5466, -0.0296], [-5.1098, 3.8052, -0.0561], [-4.8992, 4.6519, -1.1335], [-4.1175, 4.2279, -2.1988], [-3.5402, 2.9679, -2.1782], [4.9963, -2.5191, -2.9551], [5.2162, -0.5258, -1.5042], [3.6674, -0.1937, 0.3847], [1.6790, -3.8579, -0.6175], [3.2326, -4.1889, -2.4817], [4.5249, -2.0536, 1.8956], [5.8152, -2.6013, 3.8847], [4.6903, -2.9641, 6.0563], [2.2203, -2.7988, 6.1966], [0.9065, -2.2944, 4.1916], [1.8043, -4.5742, 1.8626], [0.1546, -6.4011, 2.0284], [-2.2633, -5.9002, 1.8359], [-3.0205, -3.5866, 1.5368], [-2.0913, -1.8650, 4.4363], [-1.1714, -1.3454, 6.6523], [0.5820, 0.3880, 6.8880], [1.3964, 1.5911, 4.9070], [2.6476, 2.6941, 0.3896], [5.1049, 2.7289, 0.1926], [6.4883, 1.4811, 1.8211], [5.3983, 0.2481, 3.6645], [2.9668, 0.2245, 3.8844], [2.2462, 4.1138, 1.9506], [1.8067, 6.3178, 2.8748], [-0.2238, 6.7320, 4.2239], [-1.7980, 4.8699, 4.6613], [-1.3653, 2.6521, 3.7635], [-3.9531, -1.9212, 3.1784], [-6.3364, -2.1882, 2.6641], [-7.2244, -1.3929, 0.4901], [-5.7386, -0.3008, -1.1125], [-5.3020, 1.0400, -2.8122], [-6.0498, 0.1457, -4.9539], [-4.6848, -1.5186, -6.1683], [-2.5539, -2.3026, -5.1864], [-1.7959, -1.3963, -3.0326], [-4.7062, 1.8983, 0.8179], [-5.7357, 4.1249, 0.7665], [-5.3480, 5.6361, -1.1480], [-3.9641, 4.8703, -3.0558], [-2.9604, 2.6418, -3.0301], [-0.8724, -3.9178, -2.0433], [0.0962, -3.0182, -2.6652], [0.7429, -3.4325, -3.9066], [0.3402, -1.8219, -2.1127], [-0.3288, -1.3288, -1.1089], [1.3550, -1.0819, -2.6854], [1.9850, -0.0166, -2.0915], [3.0258, 0.4754, -2.7830], [1.6134, 0.4346, -0.9366], [-0.6580, -4.9336, -2.3632], [-1.8992, -3.6726, -2.3286], [-0.7821, -3.8912, -0.9559], [0.3243, -4.3850, -4.2140], [1.8193, -3.5671, -3.7716], [0.5506, -2.7214, -4.7148], [-1.0755, -1.9462, -0.8154], [1.7484, -1.4247, -3.5449], [3.3209, 0.0966, -3.6657], [3.5374, 1.2660, -2.4324], [2.2561, 1.1418, -0.5973], [-1.9180, 1.5941, 1.3574], [-0.2643, 2.4688, -0.9533], [-0.4502, 1.7552, -2.5863], [0.6430, 3.0701, -0.9478], [-1.1229, 3.1135, -0.7846]],
  "atomic_forces_ev_per_a": [[-0.191, 0.345, -0.875], [-0.024, -0.220, 0.034], [0.284, -0.381, 0.482], [0.711, -0.574, 0.513], [0.237, -0.426, 0.258], [0.230, -0.103, 0.459], [0.258, -0.068, 0.089], [0.373, -0.812, -0.284], [-0.184, 0.077, -0.022], [-0.098, -0.267, -0.018], [-0.010, -0.023, -0.081], [-0.004, 0.015, 0.030], [-0.021, 0.010, 0.007], [-0.037, 0.017, -0.087], [0.089, 0.058, 0.013], [0.056, 0.056, -0.007], [-0.026, -0.027, 0.001], [0.024, -0.001, -0.018], [0.015, 0.061, -0.129], [-0.169, 0.252, -0.119], [-0.293, -0.314, 0.616], [-0.014, 0.077, -0.153], [-0.036, 0.063, -0.145], [0.008, 0.039, 0.054], [-0.057, -0.064, 0.085], [-0.020, 0.027, -0.129], [-0.099, -0.056, 0.028], [0.238, 0.186, 0.677], [-0.073, 0.047, -0.173], [0.051, 0.121, 0.084], [-0.026, 0.052, -0.022], [0.014, -0.035, 0.028], [0.084, 0.129, -0.022], [-0.042, 0.203, 0.092], [0.061, -0.027, -0.144], [-0.062, -0.027, -0.045], [0.021, 0.025, -0.051], [-0.025, -0.005, 0.006], [0.000, 0.019, -0.020], [0.029, -0.014, 0.021], [0.126, 0.028, 0.105], [0.093, 0.065, 0.006], [-0.021, -0.020, 0.028], [-0.024, 0.024, -0.006], [0.021, -0.018, -0.007], [0.124, -0.131, -0.009], [-0.839, -0.061, 0.025], [0.269, 0.014, 0.036], [-0.027, -0.006, 0.009], [-0.014, -0.026, -0.004], [0.000, 0.002, -0.009], [0.028, -0.042, 0.012], [-0.097, 0.035, -0.020], [0.123, -0.008, -0.070], [-0.009, -0.029, -0.012], [-0.033, 0.023, 0.015], [0.027, 0.014, -0.024], [0.005, -0.019, 0.003], [0.018, -0.010, 0.050], [0.047, -0.030, 0.000], [0.015, -0.022, 0.058], [0.092, -0.241, -0.067], [0.003, -0.051, 0.093], [0.107, -0.012, 0.086], [0.009, 0.046, -0.147], [0.004, -0.011, -0.003], [0.000, 0.005, -0.001], [-0.001, -0.019, -0.012], [0.014, 0.019, 0.028], [0.020, -0.013, -0.019], [0.006, 0.000, -0.031], [0.000, -0.001, 0.005], [-0.064, -0.009, 0.030], [0.009, -0.015, 0.056], [0.004, 0.014, 0.013], [0.022, 0.003, -0.009], [0.021, -0.004, 0.015], [0.044, 0.049, 0.024], [-0.017, 0.000, -0.020], [0.002, 0.015, 0.019], [-0.017, 0.039, -0.007], [0.009, 0.045, -0.018], [0.032, 0.026, 0.023], [-0.001, -0.004, -0.013], [0.005, -0.004, 0.010], [0.002, -0.005, 0.005], [-0.001, -0.039, -0.011], [-0.041, -0.057, 0.006], [-0.003, 0.017, 0.007], [0.002, -0.013, -0.004], [-0.014, 0.014, 0.007], [0.012, 0.008, 0.019], [0.004, 0.018, 0.002], [-0.008, -0.016, 0.009], [0.010, 0.025, -0.010], [0.086, -0.034, 0.032], [-0.004, 0.013, 0.005], [0.012, -0.020, 0.017], [-0.020, -0.009, -0.003], [-0.003, 0.015, 0.012], [0.009, 0.002, -0.013], [-0.072, 0.001, 0.011], [-0.069, -0.037, -0.148], [0.008, 0.017, -0.092], [-0.003, 0.188, -0.009], [0.006, -0.111, -0.056], [-0.306, 0.339, -0.115], [-0.249, 0.251, -0.415], [-0.465, 0.455, -0.288], [-0.167, 0.796, -0.350], [0.017, 0.007, -0.022], [0.006, 0.026, 0.019], [0.039, -0.031, -0.011], [-0.025, -0.006, 0.005], [-0.172, 0.054, -0.097], [-0.013, -0.008, 0.004], [0.093, -0.102, -0.042], [0.054, -0.041, 0.062], [0.003, -0.049, 0.045], [-0.077, 0.025, -0.007], [-0.064, -0.021, -0.058], [-0.107, -0.030, 0.367], [0.075, 0.431, 0.111], [0.026, -0.037, -0.267], [0.046, -0.084, -0.025], [-0.031, -0.052, 0.026]]
}